A molecular structure, C18H17N3O5STi, computed with ωB97M-V with the def2-TZVPD basis set.

Element x y z (Å)
Ti  0.39  -0.08  1.25
O  -3.27  0.99  0.71
C  -2.10  0.89  0.65
O  -1.31  0.12  1.41
C  -1.18  1.66  -0.32
C  -1.45  2.57  -1.33
C  -0.37  3.16  -1.99
C  0.95  2.89  -1.60
C  1.13  1.96  -0.58
N  0.08  1.36  -0.03
C  2.40  1.43  0.10
O  3.52  1.71  -0.19
O  2.02  0.56  1.04
H  -2.47  2.81  -1.60
H  -0.55  3.85  -2.81
H  1.79  3.37  -2.07
C  0.38  -3.21  4.42
C  1.80  -2.95  3.92
C  1.90  -1.73  3.01
N  1.10  -1.93  1.77
C  1.57  -2.13  0.47
S  0.35  -1.63  -0.64
N  2.77  -2.46  0.06
C  4.04  -2.80  0.79
O  3.94  -3.30  1.87
C  5.21  -2.44  0.02
C  6.41  -3.11  0.29
C  7.55  -2.80  -0.43
C  7.51  -1.81  -1.40
C  6.33  -1.11  -1.65
C  5.18  -1.43  -0.95
H  0.35  -4.17  4.92
H  -0.36  -3.25  3.61
H  0.08  -2.45  5.13
H  2.17  -3.82  3.36
H  2.46  -2.81  4.78
H  2.94  -1.52  2.75
H  1.47  -0.83  3.52
H  0.29  -2.54  2.00
H  2.89  -2.50  -0.96
H  6.43  -3.88  1.05
H  8.46  -3.34  -0.24
H  8.39  -1.57  -1.97
H  6.31  -0.33  -2.39
H  4.28  -0.84  -1.11

Values from the calculation:
Net charge = +2
E_HOMO = -15.198 eV
Frontier orbital gap = 6.6 eV


A molecular structure, C18H17N3O6Pt, computed with ωB97M-V with the def2-TZVPD basis set.

Element x y z (Å)
Pt  -0.40  -0.61  -1.90
C  -0.66  3.68  -0.53
C  -0.73  2.34  -1.17
N  -0.26  1.27  -0.61
N  0.33  1.47  0.62
C  0.85  0.51  1.23
O  0.77  -0.75  0.64
C  1.59  0.52  2.49
C  1.79  1.68  3.24
C  2.49  1.63  4.43
C  3.01  0.43  4.91
C  2.83  -0.75  4.19
C  2.14  -0.63  3.03
C  -1.36  2.13  -2.49
C  -2.00  3.14  -3.17
C  -2.62  2.87  -4.39
C  -2.58  1.59  -4.89
C  -1.90  0.62  -4.17
N  -1.32  0.88  -3.00
H  0.25  3.78  0.04
H  -1.50  3.82  0.16
H  -0.69  4.48  -1.27
H  1.39  2.61  2.86
H  2.64  2.54  5.00
H  3.56  0.41  5.85
H  3.22  -1.70  4.54
H  2.80  -2.17  1.84
H  -2.04  4.14  -2.76
H  -3.13  3.66  -4.92
H  -3.05  1.33  -5.83
H  -1.81  -0.40  -4.53
O  -0.19  -5.03  -1.86
C  -0.48  -3.80  -1.51
O  -0.18  -2.84  -2.20
C  -1.28  -3.81  -0.20
O  -1.25  -2.60  0.54
C  -0.42  -2.56  1.67
C  0.86  -1.90  1.27
O  1.96  -1.89  2.24
O  1.51  -0.92  -1.11
H  0.23  -5.03  -2.74
H  -0.94  -4.66  0.40
H  -2.32  -3.99  -0.48
H  -0.23  -3.54  2.12
H  -0.90  -1.93  2.43

Values from the calculation:
Net charge = +2
Energy relative to the best compared isomer or geometry (same formula, charge and spin) = 430.8 kJ/mol
E_HOMO (alpha / beta) = -13.952 / -14.637 eV
2S+1 = 5
Expectation value of S² = 6.020
Frontier orbital gap (alpha / beta) = 7.1 / 7.2 eV


C18H17N5O4S in the gas phase, computed with ωB97M-V with the def2-TZVPD basis set.

Element x y z (Å)
C  -0.63  -1.31  2.50
O  -0.96  -0.79  1.11
C  -2.27  -1.37  0.66
C  -3.09  -2.44  1.21
C  -4.37  -2.78  0.87
C  -4.84  -2.34  -0.24
C  -3.99  -1.27  -1.21
C  -2.82  -0.83  -0.64
N  -1.95  0.02  -1.29
C  -1.55  0.02  -2.54
N  -0.84  0.77  -3.05
N  -0.90  1.90  -2.00
C  -1.53  1.47  -0.89
S  -1.75  1.96  0.78
C  -0.36  3.13  0.56
C  -0.49  4.13  1.82
C  1.02  2.88  0.37
O  1.85  3.59  0.25
N  1.18  1.59  0.23
C  2.38  0.67  0.17
C  3.57  1.29  -0.15
C  4.66  0.30  -0.31
C  4.39  -1.07  -0.26
C  3.25  -1.39  -0.12
N  2.99  -3.05  -0.05
O  1.98  -3.19  0.35
O  3.97  -3.68  -0.56
C  2.14  -0.92  0.18
H  -0.30  -2.39  2.41
H  0.18  -0.89  2.65
H  -1.53  -1.01  3.11
H  -2.90  -2.71  2.34
H  -5.05  -3.34  1.59
H  -5.60  -2.62  -0.67
H  -4.40  -0.77  -1.95
H  -1.81  -0.93  -3.32
H  -0.76  3.96  -0.23
H  -1.33  4.77  1.76
H  -0.30  3.65  2.76
H  0.26  4.95  1.56
H  0.33  0.94  0.71
H  3.65  2.23  -0.24
H  5.62  0.81  -0.58
H  5.27  -1.83  -0.60
H  1.16  -1.16  0.63

Values from the calculation:
Net charge = 0
Energy relative to the best compared isomer or geometry (same formula, charge and spin) = 1681.6 kJ/mol
E_HOMO = -8.694 eV
Frontier orbital gap = 8.8 eV


C18H17N5O5 in the gas phase, computed with ωB97M-V with the def2-TZVPD basis set.

Element x y z (Å)
C  -2.72  -1.48  2.08
C  -3.19  -0.64  0.94
C  -2.75  0.67  0.83
C  -3.13  1.49  -0.22
C  -2.63  2.90  -0.30
O  -3.37  3.85  -0.46
N  -1.29  3.09  -0.13
C  -0.27  2.14  -0.07
C  0.84  2.33  0.73
C  1.89  1.41  0.83
C  1.92  0.20  0.15
N  2.87  -0.77  0.34
C  4.02  -0.57  1.18
C  5.20  -0.09  0.33
O  5.49  -1.03  -0.68
C  4.37  -1.27  -1.50
C  3.17  -1.76  -0.68
C  0.82  0.00  -0.74
N  0.54  -0.97  -1.59
O  -0.60  -0.64  -2.19
N  -1.09  0.51  -1.76
C  -0.26  0.96  -0.85
C  -4.03  1.03  -1.17
C  -4.49  -0.26  -1.09
C  -4.06  -1.10  -0.06
N  -4.57  -2.45  -0.08
O  -5.57  -2.66  -0.74
O  -3.98  -3.30  0.56
H  -2.04  -2.26  1.73
H  -2.21  -0.87  2.81
H  -3.56  -2.00  2.56
H  -2.08  1.05  1.60
H  -1.01  4.06  -0.04
H  0.91  3.23  1.31
H  2.70  1.68  1.49
H  3.81  0.13  1.99
H  4.28  -1.54  1.62
H  6.11  0.01  0.93
H  4.96  0.89  -0.12
H  4.68  -2.03  -2.22
H  4.09  -0.35  -2.04
H  2.31  -1.93  -1.32
H  3.44  -2.69  -0.17
H  -4.34  1.69  -1.97
H  -5.18  -0.66  -1.82

Values from the calculation:
Net charge = 0
Energy relative to the best compared isomer or geometry (same formula, charge and spin) = 401.9 kJ/mol
E_HOMO = -7.819 eV
Frontier orbital gap = 7.1 eV


C18H17NO2 in the gas phase, computed with ωB97M-V with the def2-TZVPD basis set.

Element x y z (Å)
O  1.78  1.57  -0.02
C  1.37  0.42  -0.01
N  2.16  -0.68  0.00
C  3.61  -0.67  0.01
C  4.22  0.08  1.19
C  5.68  0.29  0.78
C  5.69  0.27  -0.76
C  4.23  0.06  -1.19
C  -0.07  0.11  -0.01
C  -1.13  0.97  -0.01
C  -2.30  0.16  -0.01
C  -1.84  -1.16  -0.01
C  -2.70  -2.26  0.00
C  -4.04  -2.01  0.00
C  -4.56  -0.69  0.00
C  -5.95  -0.45  0.01
C  -6.45  0.82  0.01
C  -5.58  1.92  0.00
C  -4.23  1.73  -0.01
C  -3.69  0.43  -0.01
O  -0.49  -1.19  -0.01
H  1.69  -1.57  0.00
H  3.93  -1.71  0.02
H  3.71  1.04  1.29
H  4.12  -0.47  2.13
H  6.30  -0.52  1.17
H  6.07  1.23  1.17
H  6.31  -0.54  -1.13
H  6.08  1.20  -1.17
H  3.73  1.01  -1.31
H  4.15  -0.51  -2.12
H  -1.06  2.04  -0.02
H  -2.31  -3.27  0.00
H  -4.74  -2.83  0.01
H  -6.62  -1.30  0.01
H  -7.52  0.99  0.01
H  -5.99  2.92  0.00
H  -3.55  2.57  -0.01

Values from the calculation:
Net charge = 0
Energy relative to the best compared isomer or geometry (same formula, charge and spin) = 3.0 kJ/mol
E_HOMO = -8.050 eV
Frontier orbital gap = 8.3 eV


14 unconnected molecules or ions with the total composition C18H18BCl40NO4S, computed with ωB97M-V with the def2-TZVPD basis set.

Element x y z (Å)
C  8.08  3.88  2.94
B  6.86  2.79  2.74
O  7.23  1.43  2.47
C  5.34  3.37  2.90
O  5.02  3.25  4.31
C  3.94  2.32  4.41
O  3.79  1.49  5.32
O  3.18  2.56  3.22
C  4.12  2.73  2.09
Cl  4.23  1.03  1.42
N  3.33  3.64  1.19
C  2.78  4.59  1.90
S  2.67  6.03  2.74
H  7.73  4.86  2.48
H  9.06  3.48  2.51
H  8.14  4.04  4.09
H  7.18  1.22  1.50
H  5.44  4.44  2.49
C  2.53  -2.37  1.40
Cl  3.75  -1.72  0.31
Cl  1.44  -3.46  0.54
Cl  3.30  -3.20  2.76
H  1.94  -1.54  1.80
C  -0.61  8.50  2.34
Cl  0.13  8.66  3.94
Cl  0.20  9.55  1.16
Cl  -0.56  6.81  1.80
H  -1.65  8.80  2.41
C  -2.25  -3.54  -1.39
Cl  -0.92  -4.69  -1.54
Cl  -3.46  -4.14  -0.24
Cl  -1.65  -1.95  -0.88
H  -2.73  -3.42  -2.36
C  -4.44  -0.78  -3.51
Cl  -4.15  -2.50  -3.82
Cl  -5.37  -0.06  -4.84
Cl  -5.29  -0.56  -1.97
H  -3.48  -0.28  -3.45
C  11.22  1.12  1.97
Cl  11.55  -0.60  1.69
Cl  10.30  1.80  0.62
Cl  10.35  1.34  3.50
H  12.17  1.64  2.04
C  -7.75  -4.29  -3.78
Cl  -7.49  -3.43  -5.31
Cl  -6.29  -4.23  -2.78
Cl  -9.13  -3.61  -2.91
H  -7.97  -5.33  -4.01
C  -9.28  -0.67  -0.27
Cl  -9.01  0.19  -1.79
Cl  -7.83  -0.61  0.75
Cl  -10.67  -0.01  0.59
H  -9.48  -1.72  -0.50
C  -1.09  3.37  -0.46
Cl  -0.35  3.55  1.14
Cl  -0.29  4.42  -1.64
Cl  -1.04  1.69  -0.99
H  -2.14  3.68  -0.39
C  -12.78  -2.23  -4.18
Cl  -11.80  -1.04  -3.32
Cl  -11.92  -2.84  -5.60
Cl  -13.22  -3.57  -3.11
H  -13.69  -1.75  -4.52
C  -14.74  -6.54  -4.69
Cl  -15.70  -7.61  -3.66
Cl  -13.87  -7.48  -5.91
Cl  -15.76  -5.32  -5.45
H  -14.01  -6.03  -4.06
C  -4.41  4.62  -2.35
Cl  -3.51  5.90  -1.51
Cl  -3.50  4.03  -3.74
Cl  -4.79  3.30  -1.24
H  -5.35  5.05  -2.71
C  14.14  -3.49  1.42
Cl  15.10  -2.27  2.27
Cl  15.02  -4.10  0.01
Cl  13.71  -4.81  2.51
H  13.22  -3.02  1.07
C  9.39  -4.80  3.29
Cl  8.22  -5.77  2.39
Cl  10.42  -5.83  4.29
Cl  10.37  -3.82  2.19
H  8.84  -4.13  3.95

Values from the calculation:
Net charge = 0
E_HOMO = -9.854 eV
Frontier orbital gap = 9.0 eV


no.,M (u),F_max (eV/A)
1,435.284,2.61
2,566.427,3.20
3,399.432,17.43
4,383.364,1.46
5,279.339,1.31
6,1773.344,5.27